# 1
This record from the OMol25 dataset describes a molecular structure, C30H32ClN3RuSSi2 in a non-equilibrium geometry. The level of theory is wB97M-V/def2-TZVPD.

CARTESIAN COORDINATES (ANGSTROEM)
C -1.98984 -4.25478 1.51586
C -1.33367 -3.94781 0.29056
C 0.07882 -3.82542 0.55650
H -1.78872 -3.89884 -0.70073
C 0.26364 -3.96154 1.99440
C -1.02888 -4.34153 2.54173
H -1.16476 -4.73508 3.55459
H -3.05687 -4.46455 1.62708
H 0.87821 -3.76399 -0.16819
H 1.23374 -4.06360 2.47651
Ru -0.50217 -2.04621 1.57700
Si -1.92202 2.74168 0.67486
C -2.22723 2.80069 -1.17295
C -1.39834 3.68831 -1.86279
H -0.73244 4.32682 -1.28104
C -1.43460 3.76346 -3.26110
H -0.78224 4.48169 -3.78246
C -2.29032 2.93061 -3.99075
H -2.31079 2.98735 -5.09093
C -3.16420 2.07016 -3.30421
H -3.87282 1.46041 -3.87667
C -3.18049 2.05317 -1.90571
H -3.94742 1.47280 -1.36290
C -0.74831 1.24822 0.90631
C -0.59282 0.33071 -0.18805
H -0.92497 0.60246 -1.19738
C -0.13391 -1.03016 -0.07196
H 0.01498 -1.65885 -0.94408
C 1.20172 -1.08535 1.70168
H 2.06789 -1.72822 1.68991
C 1.22450 0.33280 2.08947
H 2.09631 0.67120 2.67722
C 0.03597 1.17475 2.03660
H -0.16937 1.87093 2.85321
H -0.89805 -1.31687 3.35719
Si 1.38995 -0.05076 0.16601
C 3.35279 0.06583 0.11915
C 4.05034 -0.77796 -0.75088
H 3.49874 -1.46963 -1.41049
C 5.44387 -0.73965 -0.78038
H 5.98532 -1.37215 -1.49226
C 6.14687 0.07898 0.11081
H 7.24148 0.06289 0.12082
C 5.43756 0.90328 0.99889
H 5.95155 1.52482 1.73301
C 4.03756 0.93930 0.97231
H 3.49475 1.63422 1.63754
C 1.55059 0.83375 -1.62582
C 1.22053 0.14287 -2.79536
H 0.91610 -0.90811 -2.77098
C 1.23837 0.81007 -4.03423
H 0.99190 0.26782 -4.95007
C 1.55093 2.17373 -4.10404
H 1.56248 2.70246 -5.06809
C 1.80431 2.86738 -2.90930
H 1.98301 3.94414 -2.94682
C 1.78153 2.19940 -1.67478
H 1.91959 2.77815 -0.75817
H -1.46658 3.92342 1.25747
Cl -3.69601 2.04876 1.52625
N -2.56297 -1.15876 1.38810
N -3.60057 -1.61173 2.26888
C -3.28872 -1.89148 3.56988
N -4.31872 -1.96641 4.42494
S -1.73162 -2.11078 4.27127
H -2.58423 -0.12934 1.45204
H -2.94393 -1.36935 0.44615
H -4.45647 -1.00508 2.16906
H -4.12672 -2.20899 5.39732
H -5.27410 -2.01651 4.08297

Its spin multiplicity is 5. The molar mass comes out at 659.369 g/mol. The total energy comes out at -77770.8433 eV. Its charge is +2. For the energy above the lowest of the compared OMol25 structures with the same formula, charge and spin, the calculation gives 2.7091 eV.

# 2
This record from the OMol25 dataset describes a single C5H6S molecule in a non-equilibrium geometry. The level of theory is wB97M-V/def2-TZVPD.

CARTESIAN COORDINATES (ANGSTROEM)
C -2.71183 0.15366 0.07034
C -1.60446 -0.21881 -0.19077
C -0.23124 -0.88389 -0.18728
C 0.88828 -0.11338 0.44340
C 1.49433 1.06760 -0.24138
H -3.76458 0.34378 0.36157
H -0.40338 -1.89897 0.30914
H 0.10156 -1.34728 -1.19706
H 0.69695 0.17655 1.48726
H 1.07898 1.25525 -1.19549
H 1.89352 1.89505 0.34717
S 2.56186 -0.42956 -0.00690

Its spin multiplicity is 1. The molar mass comes out at 98.170 g/mol. The total energy comes out at -16114.4357 eV. For the energy above the lowest of the compared OMol25 structures with the same formula, charge and spin, the calculation gives 2.1028 eV.

# 3
This record from the OMol25 dataset describes a molecular structure, C26H40Cl2MnN3O3 in a non-equilibrium geometry. The level of theory is wB97M-V/def2-TZVPD.

CARTESIAN COORDINATES (ANGSTROEM)
O -0.11724 0.34685 -1.75243
C -1.05544 0.65349 -2.70350
C -0.74174 1.97949 -3.43297
C 0.09860 2.94189 -2.88441
H 0.52236 2.76244 -1.89532
C 0.33872 4.14396 -3.54737
H 0.99995 4.86847 -3.07176
C -0.29572 4.39683 -4.76525
H -0.13248 5.34171 -5.27886
C -1.14967 3.43616 -5.32511
H -1.65653 3.62172 -6.27159
C -1.36283 2.23053 -4.65664
H -2.03961 1.45974 -5.03150
H -1.03648 -0.14226 -3.47857
C -3.01761 -0.78033 -1.87810
C -2.52018 0.59441 -2.17696
H -4.10806 -0.86951 -1.79615
H -2.61165 -1.09013 -0.90928
H -2.65809 -1.50811 -2.61892
C -3.17800 1.71320 -1.87484
C -4.48921 1.84376 -1.16580
H -2.75206 2.68860 -2.11705
H -5.23661 2.35217 -1.80193
H -4.39685 2.49507 -0.28161
H -4.91701 0.88312 -0.84686
Mn -0.20666 0.34708 0.35642
Cl 0.48217 2.52512 0.45309
Cl -2.46392 0.56061 0.93031
H 4.33787 1.67947 -2.57372
H 4.63796 2.05789 0.07100
C 3.27123 1.71504 -2.30249
C 3.55399 1.93599 0.16956
N 3.06471 1.15873 -0.96829
H 2.68732 1.12884 -3.02182
C 2.44256 -0.00695 -0.79938
O 1.91812 -0.37700 0.30162
H 3.31494 1.41256 1.09816
H 2.39611 -0.65793 -1.69557
H 2.94836 2.76645 -2.33837
H 3.07910 2.92210 0.17576
H -0.89406 -5.00736 0.78006
H 0.99149 -5.38981 -1.15237
C -1.34820 -4.40403 -0.01810
C 0.46173 -4.60973 -1.72146
N -0.32305 -3.74663 -0.83125
H -2.02197 -3.66598 0.42380
C -0.06619 -2.43554 -0.72775
O -0.56344 -1.69928 0.16316
H 1.19686 -3.99316 -2.25155
H 0.60754 -2.02373 -1.50530
H -1.90592 -5.09298 -0.66307
H -0.18831 -5.10915 -2.45575
C 2.36400 -0.94837 4.78705
N 2.13542 -1.71711 3.54955
C 2.66241 -3.09735 3.69836
C 0.65006 -1.78188 3.05001
C -0.14090 -0.57297 3.42763
C -0.58617 -0.45914 4.77700
C -1.30717 0.66341 5.22175
C -1.65261 1.66895 4.30535
C -1.19502 1.54382 2.99618
C -0.44688 0.44635 2.56466
H 1.85111 -1.42310 5.62998
H 2.03912 0.08656 4.66120
H 3.43941 -0.99201 4.95351
H 2.60815 -1.23747 2.75832
H 2.09238 -3.60537 4.48734
H 2.55223 -3.63027 2.74871
H 3.71436 -3.02886 3.98309
H 0.75596 -1.91890 1.96745
H 0.26763 -2.71322 3.49242
H -0.28296 -1.25767 5.45927
H -1.57242 0.75589 6.28474
H -2.27827 2.55136 4.53253
H -1.56667 2.31346 2.32994

Its spin multiplicity is 5. The molar mass comes out at 568.468 g/mol. The total energy comes out at -94588.1625 eV.